<a>
14
Properties=species:S:1:pos:R:3:mulliken_charge:R:1 method="wB97M-V/def2-TZVPD" mol_weight_da=104.18 lumo_ev=0.569 smiles="C=C[Si@H](O)CO"
C 1.951 0.860 -0.676 -0.737
C 1.534 -0.309 -0.179 -0.152
Si -0.142 -0.599 0.761 0.514
O -0.635 -2.017 -0.005 -0.540
C -1.298 0.888 0.214 -0.386
O -2.606 0.332 -0.166 -0.500
H 2.774 1.031 -1.197 0.361
H 1.255 1.736 -0.564 0.129
H 2.360 -1.130 -0.165 0.279
H -0.186 -0.882 2.263 -0.116
H -0.241 -2.134 -0.843 0.337
H -0.786 1.318 -0.694 0.209
H -1.461 1.551 1.054 0.279
H -2.517 -0.645 0.196 0.321

---

<b>
14
Properties=species:S:1:pos:R:3:mulliken_charge:R:1 method="wB97M-V/def2-TZVPD" mol_weight_da=104.18 lumo_ev=-0.290 smiles="O=[SiH2].C=C(C)O"
O 0.581 -2.587 1.767 -0.469
Si -0.623 -2.617 0.843 0.567
H -0.653 -2.846 -0.552 -0.055
H -2.008 -2.499 1.428 -0.065
C 0.935 -0.141 -0.728 -0.913
C 0.473 0.670 0.208 0.643
C -0.062 2.048 -0.078 -1.239
O 0.452 0.410 1.579 -0.519
H 1.031 -0.014 -1.794 0.250
H 1.260 -1.145 -0.503 0.396
H -0.961 2.057 0.510 0.347
H 0.776 2.657 0.098 0.310
H -0.448 2.069 -1.024 0.369
H 0.907 -0.317 1.975 0.378

---

If we sort the structures by their calculated energies, the order from most to least stable is <a>, <b>.

---

<a>
9
Properties=species:S:1:pos:R:3:mulliken_charge:R:1 method="wB97M-V/def2-TZVPD" mol_weight_da=75.14 lumo_ev=0.975 smiles=SN1CC1
S 1.783 0.355 -0.323 -0.191
N 0.320 0.436 0.543 -0.265
C -0.683 -0.849 0.166 -0.322
C -0.809 0.596 -0.274 -0.355
H 2.786 0.227 0.637 0.146
H -1.140 -1.255 1.085 0.241
H -0.131 -1.532 -0.525 0.253
H -0.686 0.756 -1.380 0.210
H -1.440 1.267 0.071 0.283

---

<b>
9
Properties=species:S:1:pos:R:3:mulliken_charge:R:1 method="wB97M-V/def2-TZVPD" mol_weight_da=75.14 lumo_ev=0.900 smiles="[H]/N=C/SC"
H -1.483 1.572 -1.847 0.273
N -0.964 0.777 -2.013 -0.598
C -0.385 0.428 -0.943 0.221
S 0.552 -0.941 -0.726 -0.069
C 0.713 -0.764 1.175 -0.740
H -0.636 1.100 0.159 0.082
H 1.686 -0.982 1.433 0.322
H 0.048 -1.474 1.481 0.275
H 0.470 0.284 1.280 0.236

---

If we sort the structures by their calculated energies, the order from most to least stable is <b>, <a>.

---

<a>
10
Properties=species:S:1:pos:R:3:mulliken_charge:R:1 method="wB97M-V/def2-TZVPD" mol_weight_da=113.14 lumo_ev=-0.595
N -2.401 -1.397 1.838 -0.377
C -1.833 -1.602 0.874 0.296
C -1.160 -1.896 -0.379 -0.594
C -0.281 -1.005 -0.860 0.216
O 0.125 0.103 -0.212 -0.185
C 1.189 0.796 -0.691 0.025
S 1.743 2.171 -0.031 -0.213
H -1.431 -2.798 -0.938 0.313
H 0.178 -1.086 -1.850 0.322
H 1.677 0.341 -1.551 0.198

---

<b>
10
Properties=species:S:1:pos:R:3:mulliken_charge:R:1 method="wB97M-V/def2-TZVPD" mol_weight_da=113.14 lumo_ev=-0.452 smiles="C#CC(=S)ON=C"
C -1.506 1.391 1.577 0.252
C -0.966 1.217 0.511 -0.320
C -0.421 1.022 -0.817 0.035
S -0.646 2.113 -1.970 -0.238
O 0.362 -0.094 -1.039 -0.095
N 0.508 -0.910 0.108 -0.325
C 1.296 -1.828 -0.241 -0.264
H -1.942 1.562 2.561 0.380
H 1.453 -2.649 0.478 0.277
H 1.860 -1.823 -1.167 0.298

---

<c>
10
Properties=species:S:1:pos:R:3:mulliken_charge:R:1 method="wB97M-V/def2-TZVPD" mol_weight_da=113.14 lumo_ev="-1.341 / -1.898"
C 1.703 -0.267 0.004 -0.360
C 1.164 -1.429 -0.077 -0.284
C 0.892 1.029 -0.016 0.117
C -1.292 0.250 0.456 -0.078
N -0.379 1.089 0.180 -0.185
O -3.605 -0.910 0.251 -0.471
S -2.788 0.213 -0.216 0.325
H 2.696 -0.030 -0.269 0.313
H 0.159 -1.615 0.324 0.286
H 1.449 1.671 -0.637 0.337

---

<d>
10
Properties=species:S:1:pos:R:3:mulliken_charge:R:1 method="wB97M-V/def2-TZVPD" mol_weight_da=113.14 lumo_ev=-0.385
C -0.657 0.221 -0.655 -0.417
C -1.165 1.583 -0.607 -0.263
C -0.214 -0.527 -1.683 0.727
C 1.638 -1.404 0.211 -0.269
N 2.240 -0.414 0.211 -0.084
O 0.335 -1.142 -2.479 -0.275
S -1.092 2.719 -1.782 -0.262
H -0.277 -0.310 0.351 0.269
H -1.505 1.954 0.448 0.261
H 2.959 0.282 -0.055 0.313

---

If we sort the structures by their calculated energies, the order from most to least stable is <a>, <d>, <b>, <c>.